{
  "formula": "C43H49InN4O2S4",
  "method": "ωB97M-V/def2-TZVPD",
  "elements": ["C", "C", "H", "H", "H", "H", "H", "H", "O", "C", "H", "C", "H", "H", "H", "In", "H", "H", "H", "H", "H", "C", "H", "H", "H", "H", "H", "C", "C", "C", "C", "H", "H", "C", "H", "H", "C", "H", "C", "C", "H", "O", "C", "C", "C", "C", "C", "H", "C", "H", "N", "C", "N", "H", "C", "H", "H", "N", "H", "H", "C", "H", "N", "H", "H", "H", "C", "C", "H", "C", "C", "C", "C", "S", "C", "H", "S", "C", "C", "C", "S", "C", "H", "H", "H", "C", "C", "C", "H", "H", "H", "H", "H", "C", "C", "H", "C", "C", "S", "C", "C", "H", "C"],
  "coordinates": [[-3.1899, -4.1045, 1.7650], [-1.0326, 2.1608, -3.6500], [2.7823, 2.6242, -4.0352], [4.5325, -4.3775, 1.1341], [-0.7863, -4.3232, 3.2553], [-0.5813, -4.8257, -0.4675], [0.6735, -3.4324, 2.8005], [-3.2994, 3.7718, -4.4707], [1.5539, -1.1677, 0.3524], [2.2232, 0.8908, -2.0495], [-1.1982, 3.6122, -5.2146], [6.8518, -2.3105, 3.7398], [-5.2151, -4.5923, 2.2649], [-0.5324, 4.1505, -0.7561], [0.7087, -4.9231, 0.7428], [-0.5686, 0.2294, 1.6599], [0.2106, -1.1628, -2.8174], [7.7298, -2.7170, 4.2273], [3.6787, -0.7038, -2.0404], [1.8046, 6.3979, 2.6668], [-4.1743, 0.9015, -4.3691], [-5.2193, -1.0929, -1.7954], [5.0120, 0.5400, 3.6043], [-6.0198, -1.8393, -1.7987], [2.3781, -0.9584, -3.2070], [3.6537, 2.6063, 3.4322], [-4.3090, 3.1749, -3.1543], [1.2465, 1.5797, -2.9793], [-1.2417, -1.7378, -1.2752], [3.3694, -0.7029, 1.8461], [4.2010, -3.3620, 1.3325], [-2.8122, 4.0389, -2.7925], [7.0057, -0.3758, 4.6823], [-0.1417, 1.3932, -2.8783], [-2.7787, -4.9072, 2.3661], [2.6291, 2.6936, -0.9107], [5.3246, -0.4703, 3.3872], [2.5214, -3.4664, 0.0338], [-3.0999, 1.0370, -4.5126], [1.0339, 4.7308, 1.5673], [1.6652, 0.4251, -1.2369], [0.3418, 2.7007, 0.4459], [6.1099, -3.0765, 2.8747], [4.5479, -1.2328, 2.4813], [-4.5601, -3.9220, 1.7205], [-0.3661, -4.7937, 0.6034], [4.9663, -2.5631, 2.2411], [-1.4229, 3.7432, 0.7568], [-2.8752, -2.2222, 0.3204], [-5.5812, -0.2048, -2.3207], [-2.1224, -1.3232, -0.4591], [2.9404, 3.2206, 2.9020], [2.0933, 1.1974, 1.7361], [-6.2258, 0.8532, -0.0947], [-2.5278, 1.9928, -3.4642], [-4.3758, -1.4999, -2.3567], [3.5047, 5.0519, 3.8652], [-0.7447, 0.4814, -1.9938], [-3.9846, -0.0268, -0.4144], [-2.6737, 1.5275, -2.4865], [3.1013, -2.8716, 0.7307], [3.7831, 1.3881, -0.6455], [3.1717, 0.6411, 2.0680], [-5.6349, 0.1635, 1.4136], [-2.6235, 0.0580, -4.4434], [1.2427, 3.8664, -5.5007], [-0.4160, -3.4448, 2.7181], [-4.8063, -0.7447, -0.3638], [-6.8424, -0.7117, 0.4324], [3.1808, 1.8929, -1.4022], [6.4411, -0.9914, 3.9910], [2.8487, 4.5846, 3.1413], [-3.2759, 3.3245, -3.4734], [-2.9900, 1.7128, 2.2738], [1.8960, 5.3355, 2.4742], [-0.7935, -2.5516, 3.2170], [-3.0573, 0.1236, 3.5801], [3.0246, -0.2033, -2.7572], [1.7135, 2.4729, -3.9402], [2.5894, -1.5211, 0.9622], [-1.7386, 0.5103, 5.1224], [-0.5192, 3.0338, -4.5989], [3.8611, 2.3386, -2.1346], [-0.8712, -5.6464, 1.0666], [-0.9788, -2.7931, -1.3970], [1.1273, 3.3658, 1.3275], [-5.9489, -0.0812, 0.3991], [-0.5092, -0.7624, -2.0961], [-0.2912, -2.6613, 0.7539], [3.6459, 0.2188, -3.5543], [6.3974, -4.1020, 2.6634], [-1.3736, 2.5777, -0.5772], [-2.9335, 1.4252, -5.5215], [2.0943, 2.5964, 1.9984], [-0.8224, -3.4797, 1.2422], [-6.1557, -2.6693, 1.0398], [-2.3157, -3.2674, 1.0767], [-5.0876, -2.8460, 1.0242], [0.1693, 0.5216, 4.2915], [-4.2572, -1.9645, 0.3477], [0.8505, 3.1817, -4.7579], [0.2818, 5.3187, 1.0613], [-0.8115, 3.3520, -0.0592]],
  "mulliken_charge": [-0.64, 0.63, 0.35, 0.29, 0.38, 0.35, 0.31, 0.36, -0.36, 3.08, 0.28, -0.50, 0.33, 0.37, 0.44, 0.89, 0.30, 0.37, 0.39, 0.38, 0.40, -1.40, 0.38, 0.31, 0.35, 0.36, 0.42, -0.44, -0.99, -0.75, -1.02, 0.33, 0.38, 0.11, 0.31, 0.21, -0.13, 0.52, -1.62, -0.92, -1.26, 0.28, -0.92, 0.91, -1.45, -1.82, 1.05, 0.54, -0.25, 0.36, 0.81, -0.65, 1.74, 0.42, 1.86, 0.30, 0.37, 1.23, -0.25, -0.47, -0.94, 0.32, -0.71, 0.29, 0.31, 0.34, -1.60, 1.66, 0.37, -1.65, -0.75, -0.82, -1.68, -0.48, -0.72, 0.27, -0.25, -1.81, -0.62, -0.25, -0.20, -0.55, 0.45, 0.37, 0.21, 0.29, -1.70, -0.29, -1.76, 0.34, 0.35, -0.24, 0.36, 0.16, 3.22, 0.21, 0.22, -0.73, -0.43, 0.75, -1.46, 0.45, -0.90],
  "gap_ev": 4.597,
  "total_charge": -2,
  "e_lumo_ha": 0.1485,
  "relative_energy_kcal_mol": 0.00
}